Formula: C23H26As2F2Ni
Source: the Open Molecules 2025 dataset
Level of theory: ωB97M-V/def2-TZVPD

Values from the calculation:
gap between HOMO and LUMO (alpha / beta) = 7.4 / 7.4 eV
E_tot = -192426.2927 eV

Last column: natural (NBO) charge in e.
Positions of all 54 atoms, in Å:
Ni 0.65 -0.94 0.62  0.57
C -1.40 -1.68 -2.61  -0.95
As -0.16 -0.54 -1.64  0.93
C 1.06 -0.09 -3.08  -0.94
C -1.19 1.13 -1.58  -0.35
C -1.97 1.50 -2.67  -0.15
C -2.70 2.68 -2.65  -0.22
C -2.65 3.50 -1.53  -0.20
C -1.88 3.13 -0.44  -0.20
C -1.14 1.95 -0.46  -0.34
As -0.03 1.40 1.07  0.90
C 0.93 3.08 1.35  -0.95
C -1.34 1.56 2.51  -0.95
H -1.49 -1.37 -3.65  0.22
H -2.37 -1.64 -2.12  0.24
H -1.02 -2.70 -2.57  0.24
H 0.50 0.38 -3.89  0.22
H 1.55 -0.99 -3.43  0.23
H 1.82 0.60 -2.70  0.24
H -2.02 0.88 -3.56  0.20
H -3.31 2.96 -3.50  0.22
H -3.22 4.42 -1.50  0.22
H -1.85 3.78 0.42  0.21
H 0.24 3.91 1.50  0.22
H 1.55 3.28 0.48  0.23
H 1.56 2.99 2.23  0.23
H -1.79 2.55 2.51  0.21
H -0.83 1.38 3.45  0.24
H -2.10 0.79 2.37  0.25
F 4.95 0.21 -2.70  -0.33
C 4.27 -0.21 -1.62  0.40
C 3.89 -1.54 -1.55  -0.30
C 3.18 -1.96 -0.44  -0.15
C 2.89 -1.09 0.63  -0.15
C 2.07 -1.53 1.75  -0.61
C 3.27 0.26 0.49  -0.16
C 3.97 0.70 -0.63  -0.31
H 4.13 -2.21 -2.36  0.23
H 2.87 -2.99 -0.36  0.23
H 2.15 -0.97 2.68  0.21
H 2.05 -2.60 1.92  0.21
H 3.07 0.95 1.29  0.22
H 4.29 1.73 -0.73  0.23
F -3.98 -3.32 3.67  -0.34
C -2.92 -2.83 2.99  0.37
C -1.67 -2.84 3.58  -0.32
C -0.59 -2.34 2.86  -0.17
C -0.71 -1.82 1.56  -0.28
C -2.00 -1.84 1.03  -0.27
C -3.11 -2.33 1.72  -0.30
H -1.56 -3.23 4.58  0.22
H 0.37 -2.35 3.35  0.19
H -2.18 -1.44 0.04  0.19
H -4.10 -2.33 1.28  0.22